# 1
222
Properties=species:S:1:pos:R:3:mulliken_charge:R:1 method="wB97M-V/def2-TZVPD" multiplicity=5 lumo_energy_ev="-1.5 / -1.5" s2=6.012 charge=+1
Cr -11.997 19.154 -12.860 2.539
C -8.095 18.994 -15.107 0.280
C -9.456 18.454 -14.704 2.017
C -9.469 16.929 -14.653 0.352
O -9.929 19.140 -13.617 0.204
H -8.185 20.043 -15.388 -0.048
H -7.836 18.491 -16.038 -0.988
H -7.279 18.815 -14.407 0.133
H -10.159 18.713 -15.496 -1.519
H -9.262 16.483 -15.626 -0.338
H -10.439 16.531 -14.355 -0.872
H -8.737 16.545 -13.942 0.280
O -14.596 18.086 -16.599 -0.749
S -13.619 17.456 -15.686 0.684
O -12.829 18.139 -14.653 -0.157
O -14.380 16.236 -14.925 0.139
C -15.004 15.170 -15.674 -0.360
C -16.088 15.511 -16.643 -1.253
C -12.431 16.457 -16.756 -1.288
H -15.462 14.540 -14.912 0.286
H -14.130 14.692 -16.116 0.310
H -16.851 16.076 -16.109 0.291
H -16.470 14.554 -16.999 0.462
H -15.732 16.090 -17.496 0.098
H -11.965 15.749 -16.072 0.366
H -11.679 17.063 -17.262 0.166
H -12.985 15.894 -17.507 0.752
O -9.954 22.143 -18.707 -0.356
S -8.709 22.885 -19.107 1.056
O -8.476 24.206 -18.534 -0.597
O -7.374 21.894 -18.764 -0.418
C -7.552 20.496 -18.821 2.063
C -6.436 20.023 -19.691 -1.250
C -8.541 23.013 -20.939 -1.067
H -8.509 20.154 -19.214 -0.514
H -7.379 20.109 -17.817 -0.741
H -6.593 20.451 -20.681 0.530
H -6.554 18.945 -19.799 0.147
H -5.456 20.302 -19.305 0.188
H -8.987 22.078 -21.278 0.254
H -7.462 23.066 -21.083 0.357
H -9.094 23.892 -21.271 0.462
O -14.172 19.338 -12.063 -0.786
S -14.931 19.437 -10.798 1.073
O -15.223 18.245 -10.010 -0.679
O -14.255 20.620 -9.770 -0.125
C -14.852 20.873 -8.534 -0.474
C -14.160 19.968 -7.472 -0.662
C -16.620 20.145 -11.171 -1.201
H -15.936 20.764 -8.503 0.269
H -14.741 21.908 -8.210 0.436
H -14.162 20.503 -6.522 0.464
H -13.116 19.795 -7.733 -0.258
H -14.732 19.063 -7.267 0.369
H -17.190 19.334 -11.625 0.441
H -16.565 21.033 -11.801 0.340
H -17.095 20.305 -10.204 0.431
O -4.721 22.727 -13.906 -0.580
S -4.239 22.501 -15.276 1.192
O -3.094 23.234 -15.864 -0.650
O -4.020 20.900 -15.459 -0.213
C -3.481 20.340 -16.697 -0.803
C -4.327 19.071 -17.013 -0.022
C -5.659 22.625 -16.415 -0.386
H -2.422 20.104 -16.591 0.378
H -3.401 20.983 -17.573 0.386
H -4.213 18.395 -16.166 0.025
H -4.093 18.675 -18.001 0.527
H -5.401 19.256 -17.013 -0.307
H -6.230 21.779 -16.033 -0.269
H -5.301 22.510 -17.439 0.283
H -6.068 23.597 -16.140 0.468
O -10.572 12.098 -19.086 -0.676
S -10.675 12.859 -17.863 0.993
O -10.598 14.303 -17.771 -0.356
O -12.049 12.423 -17.051 -0.043
C -12.725 11.224 -17.416 -0.314
C -14.097 11.118 -16.656 -1.008
C -9.528 12.209 -16.579 -0.513
H -12.135 10.314 -17.301 0.368
H -12.988 11.314 -18.470 0.312
H -13.850 11.007 -15.600 0.230
H -14.690 10.226 -16.857 0.420
H -14.828 11.921 -16.750 0.172
H -9.362 11.138 -16.690 0.399
H -9.991 12.419 -15.615 -0.112
H -8.578 12.732 -16.692 0.343
O -0.283 16.800 -14.824 -0.616
S -1.413 16.717 -13.862 0.948
O -2.582 17.646 -14.037 -0.387
O -1.930 15.138 -13.635 -0.403
C -3.299 14.876 -13.179 0.411
C -3.730 13.495 -13.732 -1.337
C -0.874 16.940 -12.138 -0.912
H -3.928 15.622 -13.665 -0.010
H -3.336 15.075 -12.108 0.294
H -4.816 13.403 -13.723 0.274
H -3.484 12.703 -13.025 0.392
H -3.217 13.171 -14.637 0.374
H 0.005 16.310 -12.001 0.435
H -1.658 16.701 -11.420 0.163
H -0.531 17.973 -12.087 0.354
O -11.511 19.136 -18.356 0.223
S -11.669 19.410 -19.770 0.622
O -10.532 19.799 -20.571 -0.646
O -12.352 18.080 -20.525 -0.295
C -13.667 17.656 -20.044 0.511
C -13.958 16.227 -20.447 -1.480
C -13.043 20.629 -20.089 -1.223
H -14.381 18.343 -20.500 0.394
H -13.778 17.810 -18.971 -0.179
H -14.190 16.142 -21.508 0.386
H -14.691 15.651 -19.883 0.326
H -13.060 15.613 -20.372 0.296
H -12.692 21.635 -19.860 0.267
H -13.780 20.360 -19.332 0.365
H -13.405 20.502 -21.110 0.431
O -6.544 16.511 -21.284 -0.629
S -7.387 15.963 -20.216 1.223
O -7.874 14.571 -20.241 -0.610
O -6.630 16.180 -18.754 -0.510
C -7.309 15.864 -17.553 0.624
C -6.303 15.761 -16.363 -0.569
C -8.933 17.051 -20.008 -0.137
H -7.809 14.904 -17.680 0.283
H -7.989 16.700 -17.384 -0.296
H -5.700 16.669 -16.334 -0.327
H -5.604 14.933 -16.481 0.570
H -6.813 15.758 -15.400 0.178
H -9.612 16.486 -19.370 0.127
H -9.423 17.163 -20.975 0.653
H -8.597 17.988 -19.563 -0.568
O -10.588 12.759 -9.309 -0.542
S -9.317 12.638 -8.590 1.133
O -9.068 11.619 -7.610 -0.632
O -7.922 12.581 -9.609 -0.486
C -7.758 13.609 -10.543 1.424
C -6.429 13.431 -11.159 -1.528
C -9.077 14.220 -7.654 -0.741
H -7.853 14.598 -10.095 -0.281
H -8.563 13.549 -11.276 -0.259
H -6.105 14.220 -11.837 0.194
H -6.366 12.414 -11.546 0.421
H -5.625 13.534 -10.430 0.361
H -10.108 14.559 -7.559 0.254
H -8.492 14.995 -8.149 0.127
H -8.729 14.050 -6.635 0.457
O -5.072 17.128 -11.233 -0.431
S -4.898 18.399 -10.528 1.094
O -5.844 18.723 -9.447 -0.633
O -3.339 18.446 -9.901 -0.226
C -2.900 19.495 -9.155 -0.009
C -1.533 19.234 -8.649 -1.309
C -4.852 19.801 -11.785 -0.252
H -3.589 19.546 -8.312 0.239
H -3.096 20.383 -9.755 0.248
H -1.207 19.794 -7.772 0.401
H -0.747 19.372 -9.391 0.278
H -1.496 18.214 -8.267 0.311
H -5.914 19.905 -12.008 -0.189
H -4.393 19.426 -12.700 -0.012
H -4.404 20.672 -11.308 0.522
O -12.665 20.756 -14.083 -0.432
S -12.514 22.024 -14.889 1.254
O -13.475 23.145 -14.812 -0.746
O -10.962 22.572 -14.599 -0.192
C -10.503 23.774 -15.198 -0.738
C -8.986 23.585 -15.423 -0.577
C -12.117 21.463 -16.571 -1.046
H -10.683 24.579 -14.485 0.296
H -10.929 23.992 -16.178 0.390
H -8.489 24.500 -15.748 0.571
H -8.860 22.807 -16.176 -0.222
H -8.461 23.285 -14.516 0.294
H -11.139 20.983 -16.539 0.035
H -12.204 22.373 -17.165 0.514
H -12.768 20.620 -16.803 0.381
O -11.514 21.025 -11.594 -0.658
S -10.672 22.200 -11.267 0.595
O -10.893 23.467 -11.947 -0.555
O -10.800 22.423 -9.644 0.235
C -10.250 23.653 -9.218 -0.387
C -11.013 24.194 -8.031 -1.374
C -8.814 21.710 -11.345 -0.550
H -10.104 24.443 -9.954 0.526
H -9.215 23.572 -8.885 0.249
H -10.895 23.552 -7.158 0.258
H -12.060 24.410 -8.244 0.283
H -10.644 25.183 -7.760 0.431
H -8.509 21.369 -12.334 0.065
H -8.747 20.885 -10.635 -0.101
H -8.214 22.523 -10.935 0.691
O -10.833 17.510 -8.590 -0.542
S -10.483 18.440 -9.620 0.637
O -11.323 18.738 -10.776 0.438
O -9.998 19.855 -8.927 0.174
C -9.457 19.789 -7.599 -0.375
C -10.443 20.393 -6.591 -1.081
C -8.916 17.864 -10.341 -0.649
H -8.557 20.396 -7.494 0.323
H -9.287 18.735 -7.382 0.411
H -9.882 20.509 -5.665 0.509
H -11.356 19.843 -6.363 0.232
H -10.586 21.417 -6.938 0.006
H -8.432 18.633 -10.944 -0.095
H -9.057 16.911 -10.851 -0.036
H -8.266 17.615 -9.502 0.482
O -10.620 15.281 -11.350 0.159
S -11.935 15.674 -11.730 0.047
O -12.174 16.958 -12.369 -0.985
O -12.615 14.525 -12.694 0.276
C -12.476 13.207 -12.348 -0.314
C -11.514 12.504 -13.364 -0.731
C -13.013 15.597 -10.244 -1.013
H -13.501 12.847 -12.443 0.433
H -12.310 12.993 -11.292 0.110
H -11.684 11.430 -13.444 0.507
H -10.485 12.850 -13.278 0.194
H -11.764 12.768 -14.392 -0.210
H -12.940 16.518 -9.666 0.117
H -12.746 14.691 -9.699 0.351
H -14.066 15.552 -10.523 0.432

=====

# 2
69
Properties=species:S:1:pos:R:3:mulliken_charge:R:1 method="wB97M-V/def2-TZVPD" de_lowest_kj_mol=2593.4 multiplicity=1 lumo_energy_ev=0.1 charge=0
C 0.458 -0.413 -4.821 -1.449
C -0.943 -0.608 -4.300 -0.493
O -1.052 -1.864 -3.464 -0.508
C -0.448 -1.730 -2.181 0.699
C 0.324 -0.590 -1.700 -1.562
C 0.614 -0.628 -0.144 -1.341
C 0.343 -1.674 0.688 -0.041
C -0.194 -3.056 -0.105 -0.431
C -0.555 -2.985 -1.389 -0.580
H -1.118 -3.716 -1.897 0.445
H -0.486 -4.030 0.659 0.102
N 0.774 -2.057 1.975 0.480
C 0.178 -1.100 2.744 0.561
O 0.457 -1.157 4.081 -0.756
C -1.152 -0.555 2.456 -0.713
H -1.609 0.072 3.560 0.346
H -1.102 0.394 1.694 0.477
S -2.509 -1.582 2.021 -0.216
C -2.868 -1.142 0.323 0.520
N -2.406 0.122 0.022 -0.490
N -2.708 0.117 -1.403 -0.178
C -3.487 -0.916 -1.381 1.034
O -3.574 -1.790 -0.421 -0.313
C -4.177 -1.295 -2.688 -0.908
O -4.030 -0.626 -3.950 -0.356
C -4.849 0.796 -3.693 0.745
C -4.544 1.950 -4.699 -0.872
C -5.334 2.848 -4.507 -0.118
C -6.091 3.337 -3.343 -0.542
C -6.334 2.355 -2.474 -0.565
C -5.651 0.946 -2.571 -0.596
H -5.688 0.285 -1.873 0.695
H -6.989 2.446 -1.638 0.368
H -6.549 4.293 -3.428 0.400
H -5.070 3.808 -5.290 0.131
H -4.066 1.428 -5.367 0.616
H -3.484 -2.275 -3.410 0.162
H -5.283 -1.567 -2.458 0.361
C 1.876 -2.688 2.301 -1.010
H 1.810 -3.074 3.480 0.284
H 1.853 -3.347 1.604 0.693
C 3.082 -1.700 2.374 0.638
O 3.975 -1.832 1.238 -0.803
N 3.291 -0.702 3.060 0.091
H 2.581 -0.885 3.807 0.345
C 4.128 0.265 2.951 -0.290
C 3.542 1.682 2.677 -1.210
C 4.571 2.818 2.664 -1.511
C 5.312 2.592 4.092 -0.691
C 5.998 1.340 4.622 -1.157
C 4.881 0.205 4.422 -0.860
H 5.347 -0.756 4.641 0.370
H 4.016 0.371 5.051 0.519
H 6.337 1.543 5.461 0.726
H 6.600 1.275 3.732 0.234
H 5.901 3.534 4.304 0.435
H 4.645 2.990 4.848 0.479
H 4.207 3.647 2.638 0.778
H 5.326 2.400 2.044 0.319
H 2.873 1.681 1.853 0.489
H 2.821 1.798 3.341 0.857
H 4.871 0.001 2.341 0.507
H 1.038 0.085 0.213 1.585
H 0.464 0.323 -1.902 0.797
H -1.108 0.380 -3.652 0.154
H -1.612 -0.698 -4.996 0.948
H 0.775 -1.224 -5.450 0.355
H 0.384 0.379 -5.396 0.603
H 1.419 -0.244 -3.995 0.207

=====

Question: Which of these has the lowest charge?
Answer: C27H32N4O5S

=====

Question: Among the records above, which one has the highest charge?
Answer: C45H119CrO43S14